253
Properties=species:S:1:pos:R:3 method="wB97M-V/def2-TZVPD" e_homo_ev="-6.982 / -8.798" multiplicity=6 gap_ev="7.367 / 9.177" total_energy_ev=-113390.0115 lumo_energy_ev="0.38 / 0.38"
C 16.86701 10.45579 13.74998
C 18.30802 10.89151 13.66694
C 18.45074 12.26161 14.30642
C 18.71770 12.16382 15.82468
C 19.92326 11.21471 15.99803
C 19.63558 9.83727 15.53579
N 19.20343 9.81987 14.19634
O 19.54323 8.84325 13.41516
C 21.19054 9.18277 15.57938
C 18.77009 9.00935 16.58973
C 18.61542 11.04784 12.01929
H 16.81356 9.36976 13.48290
H 16.12896 10.96089 13.08250
H 16.67209 10.42973 14.89300
H 19.23894 12.85140 13.80342
H 17.50594 12.81124 14.26795
H 17.82903 11.78743 16.39939
H 18.88978 13.20469 16.09441
H 20.36657 11.27877 16.96933
H 20.77322 11.56728 15.34614
H 21.71304 9.40065 16.51854
H 20.95766 8.15794 15.39829
H 21.68662 9.46345 14.66413
H 17.83246 9.48522 16.35307
H 18.78435 7.95633 16.22876
H 18.99751 9.19207 17.63648
H 19.69382 10.82611 11.83416
H 18.28548 11.99592 11.61178
H 18.12070 10.19666 11.48417
C 22.99561 13.60082 18.69505
C 22.91067 15.07595 19.19025
C 23.42664 16.14194 18.14021
C 22.79168 17.43934 18.27487
C 21.43292 17.68502 18.70799
C 20.82968 16.62587 19.73884
N 21.44720 15.27701 19.61217
O 20.88837 14.14888 19.97569
C 20.79554 17.12934 21.32636
C 19.30812 16.47852 19.55749
C 23.81679 15.12367 20.49700
H 23.99747 13.52047 18.21298
H 22.32798 13.48363 17.77007
H 22.82209 12.77785 19.31848
H 24.45872 15.98909 18.30287
H 23.25669 15.66904 17.09632
H 22.92274 18.22786 17.56262
H 23.19270 17.63171 19.31292
H 20.71142 17.49607 17.90226
H 21.20294 18.61085 19.17156
H 20.62082 16.26085 21.92769
H 21.73985 17.63192 21.46984
H 19.95596 17.80489 21.67441
H 18.99709 17.54231 19.18794
H 19.11739 15.73633 18.75737
H 18.87564 16.06043 20.53782
H 24.85442 14.80379 20.38315
H 23.24555 14.52293 21.20702
H 23.76535 16.19571 20.83328
C 12.02786 14.20617 13.30487
C 12.93145 13.46853 12.47753
C 12.31409 13.22968 11.14991
C 13.20046 12.75853 10.00466
C 14.14398 13.84983 9.65994
C 14.91197 14.42098 10.86092
N 14.10826 14.26163 12.10950
O 14.69780 14.65115 13.15958
C 16.14777 13.57812 10.90086
C 15.35084 15.83144 10.64626
C 13.25066 12.17606 13.27544
H 12.52807 14.28319 14.27107
H 11.14832 13.59138 13.30182
H 11.82794 15.16154 12.84055
H 11.56167 12.46109 11.30987
H 11.80767 14.13420 10.89294
H 12.56412 12.55728 9.14375
H 13.74265 11.80154 10.18817
H 13.80861 14.68234 9.03161
H 14.98189 13.51450 9.06029
H 16.18799 12.48658 10.70334
H 16.64197 14.04267 10.03205
H 16.72363 13.87311 11.80956
H 15.96192 16.11013 11.49532
H 15.92928 15.79840 9.74574
H 14.48495 16.45734 10.52350
H 13.95182 12.10755 14.11454
H 13.24743 11.35452 12.59704
H 12.24302 12.10524 13.65923
C 17.63032 21.61188 16.15971
C 17.96102 21.69541 17.65018
C 17.90164 23.15501 18.13040
C 17.83217 23.30377 19.65627
C 16.69364 22.53739 20.28808
C 16.73760 21.01527 19.92897
N 16.99961 20.63010 18.41894
O 17.01911 19.51174 18.13800
C 17.84492 20.26664 20.69252
C 15.40215 20.43179 20.28921
C 19.35163 21.15452 18.00254
H 17.39984 20.56836 15.89089
H 18.40840 22.10464 15.52829
H 16.67239 22.12478 16.12505
H 18.75003 23.63108 17.62101
H 17.01728 23.62909 17.69428
H 17.68709 24.34911 19.87431
H 18.73316 22.96278 20.20668
H 15.71551 23.00133 20.09284
H 16.79281 22.59644 21.43419
H 18.83227 20.58313 20.32389
H 17.80116 20.46559 21.75809
H 17.79392 19.21363 20.50240
H 14.64438 20.97878 19.69450
H 15.39831 19.33054 19.98966
H 15.13838 20.53985 21.35319
H 19.73612 21.56427 18.92834
H 20.13383 21.29814 17.19346
H 19.35071 20.02894 18.07174
C 15.90821 14.81530 18.78623
C 15.66543 15.30250 17.22289
C 14.43316 16.38562 17.16629
C 14.46938 16.99304 15.84514
C 15.72043 17.77909 15.37862
C 17.01266 16.90890 15.49822
N 16.95509 15.81262 16.69898
O 18.00860 15.31752 17.10893
C 17.24383 16.06672 14.30933
C 18.20581 17.77418 15.82526
C 15.36241 14.13053 16.35860
H 14.94320 14.29498 18.99372
H 16.25470 15.57856 19.49660
H 16.68778 14.07135 18.71105
H 13.45917 15.82830 17.40240
H 14.68016 17.10558 17.98357
H 13.69378 17.72628 15.75900
H 14.17296 16.16109 15.20779
H 15.75538 18.68284 15.97436
H 15.68451 18.09775 14.36219
H 17.45986 16.64683 13.35069
H 18.04167 15.30115 14.50874
H 16.36041 15.64616 13.93437
H 19.00846 17.14845 15.82804
H 18.38405 18.41318 15.01102
H 18.16857 18.30437 16.80078
H 14.37535 13.74579 16.44230
H 16.19739 13.44745 16.45644
H 15.46181 14.57472 15.32526
C 11.03175 16.27858 22.27006
C 12.10311 17.14406 21.64780
C 13.13101 16.34202 20.89969
O 11.51146 18.05661 20.71700
H 10.28217 16.95921 22.72277
H 11.40567 15.58898 23.02337
H 10.57017 15.71593 21.45462
H 12.58128 17.72260 22.47155
H 13.53937 15.53070 21.48659
H 13.90162 17.01163 20.52220
H 12.66771 15.91784 20.04068
H 10.74850 18.50052 21.12599
C 12.77146 22.02950 17.18299
C 12.78433 20.67554 16.59395
C 12.46978 19.62951 17.62689
O 11.84773 20.61514 15.50538
H 12.93249 22.82849 16.42754
H 13.58524 22.13768 17.88261
H 11.89022 22.21240 17.82356
H 13.76306 20.47554 16.08513
H 11.51326 19.88564 18.15725
H 13.26871 19.58294 18.42638
H 12.41874 18.66388 17.22654
H 11.24998 21.30371 15.74113
C 11.41584 18.70373 10.86665
C 11.57609 18.48460 12.33393
C 13.02040 18.53973 12.86812
O 10.79866 19.50931 12.96159
H 11.95750 19.61576 10.61097
H 10.37635 18.78277 10.58284
H 11.85718 17.83476 10.36548
H 11.23020 17.48626 12.60537
H 13.45976 17.52298 12.98141
H 13.12462 19.02867 13.86218
H 13.73045 19.13597 12.21881
H 11.01132 19.52290 13.88070
C 19.60629 15.08647 11.31860
C 19.42131 15.88982 10.04997
C 19.76722 17.35955 10.22514
O 20.33230 15.45281 9.00895
H 19.56268 13.99331 11.22087
H 18.91380 15.39692 12.05474
H 20.55304 15.22606 11.82202
H 18.41870 15.67366 9.71450
H 20.74841 17.52795 10.65665
H 19.04315 17.81599 10.91794
H 19.79743 17.99093 9.32098
H 20.48559 14.48163 8.92154
C 20.93897 17.95648 13.61281
C 21.56263 19.31137 13.49191
C 21.26821 20.21871 14.66251
O 22.97866 19.12770 13.43761
H 19.88364 17.94723 13.45693
H 21.10937 17.43367 14.55130
H 21.27805 17.21783 12.87523
H 21.31481 19.84011 12.58274
H 21.88549 21.13132 14.63072
H 21.37189 19.66468 15.58494
H 20.24467 20.55297 14.50273
H 23.24444 18.89491 12.56004
C 9.44588 13.23361 19.31121
C 9.79535 13.35378 17.79017
C 10.67430 14.49981 17.43993
O 10.42853 12.16626 17.33220
H 8.83352 12.33751 19.45819
H 8.99538 14.15257 19.69785
H 10.35845 13.10229 19.82923
H 8.85679 13.52859 17.25777
H 10.71881 14.63858 16.36411
H 11.69119 14.27971 17.83381
H 10.41463 15.49480 17.82003
H 9.87302 11.60760 16.76701
C 17.05309 11.15658 20.33024
C 18.10893 12.28272 20.39915
C 19.23603 11.89661 21.38867
O 18.70326 12.34622 19.08869
H 17.62606 10.23742 20.27736
H 16.48743 11.42309 19.40934
H 16.50699 11.22220 21.24197
H 17.60920 13.16838 20.81806
H 18.87855 11.47523 22.31462
H 19.86661 12.76402 21.62032
H 19.89583 11.12036 20.92523
H 19.01127 13.28159 18.98571
C 14.84490 9.20380 18.02576
C 14.09504 10.40492 17.50328
C 13.48210 10.05709 16.17319
O 13.11888 10.79746 18.47352
H 15.72329 9.07423 17.36508
H 14.24038 8.26198 17.98747
H 15.22858 9.27366 19.01489
H 14.84470 11.22402 17.28116
H 14.25120 9.53636 15.59216
H 13.19195 10.96504 15.63085
H 12.65936 9.35012 16.32250
H 12.31734 11.17800 18.08668
C 16.47477 21.66769 12.03471
C 16.54683 20.34086 11.16785
C 17.91169 20.29530 10.47180
O 16.41357 19.07936 11.93363
H 16.44020 22.50037 11.36482
H 17.32242 21.85442 12.63484
H 15.55544 21.67720 12.69230
H 15.72038 20.31668 10.44790
H 18.53885 19.88600 11.22470
H 18.21190 21.31255 10.25242
H 18.01399 19.61489 9.65551
H 15.47607 18.93847 12.19069